The following is a quantum chemistry calculation of C32H30N5O2PtS2 as an isolated structure in a non-equilibrium geometry, from OMol25.

Summary:
LUMO, eV: -3.502
Strongest force on any atom, eV/Å: 1.0
Net charge: +1
Energy relative to the best compared isomer or geometry (same formula, charge and spin), kcal/mol: 1.5
Frontier orbital gap, eV: 6.4

```
72
Properties=species:S:1:pos:R:3:mulliken_charge:R:1
C 1.683 -0.046 -0.648 0.2373
S -1.933 -3.224 -1.483 -0.6558
C 2.733 1.685 3.496 -0.2509
H 0.965 1.734 4.693 0.3992
C 3.519 0.489 0.856 0.0635
C 2.336 -1.616 1.046 -0.6861
N 4.600 1.376 1.156 -0.3251
H 2.217 -2.581 1.520 0.5640
O 0.483 -2.082 -0.345 -0.7765
N 0.843 0.249 -1.693 -0.8666
C 0.033 -0.823 -4.609 1.1515
H -4.955 -4.130 2.185 0.4134
S 0.355 -2.243 -3.617 -0.3941
H -3.655 -1.599 -2.907 0.4386
C 4.750 0.999 4.604 -0.3328
C 2.721 0.827 -0.261 0.6071
C -3.664 -1.085 1.495 -0.3609
H -2.602 -2.099 -4.228 0.3524
H -2.239 1.684 -4.956 0.3815
H -5.049 -1.778 2.968 0.4176
H -3.547 -4.733 0.255 0.4645
H 1.252 0.865 -7.277 0.4254
C -1.328 0.456 0.634 -1.5214
C 4.094 1.416 3.449 -0.1192
C 4.039 0.758 5.760 -0.6085
N -2.095 -0.399 -0.301 -0.1033
H 0.360 0.622 8.053 0.2436
C -2.854 -1.431 0.418 -0.2920
H 5.822 0.853 4.575 0.4230
C 2.900 2.005 -1.021 -0.7321
H 3.700 2.683 -0.756 0.5236
C -2.436 0.797 -2.471 -1.1867
H 1.747 -1.098 -5.857 0.4812
H 0.411 1.525 -3.245 0.2027
C -3.584 -3.709 0.605 -0.7230
C 0.870 -0.492 -5.669 -0.7003
H 2.231 2.090 2.626 0.4160
C -0.529 1.391 -6.204 -0.9227
C 2.016 1.485 4.666 -0.3613
H 3.998 -1.025 2.268 0.4739
H 4.529 0.411 6.659 0.4476
C -3.035 -1.240 -3.722 -1.1715
H -1.996 0.994 1.308 0.4098
C 2.664 0.989 5.797 0.8067
C -4.422 -2.050 2.131 -0.9298
C -2.826 -2.736 -0.051 0.7712
C 3.339 -0.733 1.461 -0.4511
Pt -0.667 -1.330 -1.764 5.0239
H -3.199 1.311 -3.060 0.5986
H -0.750 2.251 -6.821 0.4347
H -3.349 1.300 -0.606 0.4575
H 2.208 3.125 -2.707 0.5324
H 0.118 0.352 6.314 0.3282
H 0.407 2.002 6.935 0.3341
N 4.915 1.693 2.310 -0.5722
C 1.054 1.343 -2.392 0.1477
H -0.746 1.182 0.070 0.4127
H -0.659 -0.175 1.215 0.4115
C 1.477 -1.273 0.023 0.3460
C -1.074 -0.023 -4.347 -0.6801
C 0.654 0.945 7.059 -0.8144
H -3.928 -0.204 -1.298 0.6175
H -3.629 -0.652 -4.425 0.3385
C 2.081 2.250 -2.087 -1.4343
H -3.709 -0.060 1.841 0.3398
N -1.927 -0.392 -3.204 0.1664
C -3.037 0.400 -1.141 -0.9389
C -4.373 -3.367 1.686 -0.6708
H -1.599 1.480 -2.329 0.4220
C -1.367 1.072 -5.145 -0.3307
O 2.052 0.732 6.974 -0.4378
C 0.589 0.609 -6.462 -0.6762
```

=====

The following is a quantum chemistry calculation of C32H30N5O7ReS2 as an isolated structure, from OMol25.

Summary:
LUMO (alpha / beta), eV: -4.634 / -5.396
Strongest force on any atom, eV/Å: 0.3
Spin multiplicity: 4
Net charge: +1
Expectation value of S²: 3.77
Energy relative to the best compared isomer or geometry (same formula, charge and spin), kcal/mol: 0.0
Frontier orbital gap (alpha / beta), eV: 5.8 / 5.0

```
77
Properties=species:S:1:pos:R:3:lowdin_spin:R:1
C -0.157 3.246 -3.899 0.0030
O 0.040 1.965 1.837 0.1687
O 2.046 2.733 -4.978 0.0006
C -1.958 -3.372 -2.920 0.0047
C -1.900 0.485 3.570 0.0278
H -2.088 2.556 0.355 0.0024
N 1.170 -0.542 1.732 -0.0095
H -2.954 -2.280 -6.047 0.0000
O 0.499 -2.021 7.900 -0.0006
C 0.007 -2.828 4.405 0.0018
O -0.460 3.765 3.020 0.0268
C -2.233 -2.624 -5.305 0.0001
H 0.782 1.500 -2.314 0.0008
N -0.881 -2.360 -2.792 0.0356
C 0.970 -0.865 5.409 0.0025
C -1.858 1.431 6.193 0.0169
C 2.382 -0.324 1.382 0.0358
H 0.039 -2.899 2.256 0.0004
C -0.841 -1.555 -1.792 0.0604
C -0.501 3.536 -1.531 0.0032
C -2.502 -0.241 4.595 0.0190
O -0.949 -3.479 7.087 0.0000
H 5.033 1.084 -2.135 0.0004
C -1.336 2.429 -1.553 0.0082
C -1.662 1.786 -2.737 0.0024
H -1.785 -3.540 -5.703 0.0000
H -0.449 -3.808 4.482 0.0001
C 0.085 3.948 -2.722 -0.0001
Re -0.350 0.517 0.636 2.2529
H 2.933 1.767 -3.399 0.0000
C 4.051 0.984 -1.693 0.0106
H -2.934 -0.361 6.687 -0.0003
H -3.000 -1.173 4.357 0.0001
C -0.019 -2.515 6.943 -0.0003
O 1.087 4.942 -5.397 0.0002
C 1.678 1.232 -1.775 0.0193
O 0.103 2.934 -6.436 0.0000
C -1.073 2.206 -3.919 0.0010
C -1.277 1.703 3.860 0.0169
H -3.488 -2.050 -3.641 0.0000
C 1.270 -0.368 4.153 -0.0008
C 0.921 -1.105 3.032 0.0021
H -0.813 3.121 5.376 -0.0002
H 0.763 4.791 -2.747 -0.0001
C -1.282 2.168 5.174 0.0016
H -1.594 -0.616 -4.809 0.0000
C -0.154 -2.005 -4.043 0.0049
H -1.471 -4.309 -3.194 0.0008
C -0.564 2.582 2.879 0.0201
H 0.389 -2.901 -4.349 0.0007
N 1.532 0.765 -0.539 0.0137
H -0.282 4.039 -0.595 0.0000
H -1.285 1.731 -4.868 0.0000
C 0.321 -2.086 5.541 -0.0016
H -1.836 1.801 7.209 0.0011
C 0.296 -2.336 3.144 -0.0003
H -1.334 -3.732 6.241 0.0000
H -3.683 -3.728 -4.127 0.0002
C 2.925 1.357 -2.392 0.0043
S 0.866 3.519 -5.357 0.0000
H -0.605 -1.384 -6.035 0.0003
H 3.209 -0.657 2.004 0.0007
H 1.220 -0.311 6.304 0.0002
H 4.758 0.099 0.156 0.0001
H 0.570 -1.226 -3.809 0.0003
N -1.812 1.836 -0.312 -0.0034
H -2.426 -3.500 -1.945 0.0002
S -2.079 -0.244 1.960 0.2006
H -2.368 0.960 -2.731 0.0005
H 1.743 0.600 4.039 0.0005
N -0.795 -0.829 -0.883 0.0234
C -1.147 -1.568 -5.107 0.0016
C -2.472 0.221 5.901 -0.0018
C 3.906 0.447 -0.413 0.0082
C 2.641 0.341 0.117 0.0051
H -2.650 1.286 -0.490 0.0038
C -2.947 -2.935 -3.991 0.0014
```

=====

The following is a quantum chemistry calculation of C32H31BGeN8OPd as an isolated structure, from OMol25.

Summary:
LUMO (alpha / beta), eV: 2.670 / 2.671
Strongest force on any atom, eV/Å: 0.7
Spin multiplicity: 2
Net charge: -1
Expectation value of S²: 0.76
Energy relative to the best compared isomer or geometry (same formula, charge and spin), kcal/mol: 0.0
Frontier orbital gap (alpha / beta), eV: 4.9 / 7.9

```
75
Properties=species:S:1:pos:R:3:lowdin_spin:R:1
H 3.352 3.924 -3.316 0.0003
N -1.813 -2.737 2.540 0.0008
C -2.436 1.619 1.260 -0.0019
C -0.515 0.194 -3.420 0.0692
H 2.487 2.984 5.567 0.0000
Pd -0.259 -1.207 0.555 0.0445
C 1.460 0.926 3.079 0.0000
H 2.286 -6.091 0.947 0.0001
C 0.725 3.827 -2.834 -0.0002
H -1.765 -0.587 -1.882 0.0031
H -1.976 2.792 -1.108 0.0005
C 2.455 1.949 -0.121 0.0010
H 2.465 -3.474 0.108 0.0002
H -0.649 -0.057 3.782 0.0000
N -2.090 -3.475 -1.001 0.0000
H 2.289 -1.020 -1.151 0.0040
C 1.618 -4.004 0.514 0.0004
C 3.763 2.120 -0.473 0.0043
C 0.949 3.430 4.136 -0.0001
C -0.923 2.924 -1.333 0.0002
H -2.392 -4.825 2.042 0.0000
C -0.583 3.679 -2.476 0.0018
C 1.749 3.258 -2.040 0.0014
H -3.238 -3.483 3.885 0.0001
H 2.209 1.360 0.752 -0.0001
N -0.980 -1.668 2.492 0.0020
C -3.062 -3.105 -1.820 0.0006
N -0.411 -4.286 1.145 0.0001
H -4.502 -3.015 1.099 0.0000
C 0.203 -5.468 1.331 -0.0002
H -5.206 -2.528 -1.507 0.0000
H -0.516 3.619 2.592 0.0000
C -1.209 -0.955 3.594 0.0000
C -2.188 -1.564 4.378 0.0000
C 1.837 -0.058 -2.998 0.0619
C -3.920 -3.093 0.195 -0.0001
H 1.000 4.362 -3.736 0.0000
H 5.137 2.949 -1.926 0.0001
C 1.926 2.630 4.710 0.0001
H -1.368 4.106 -3.088 0.0004
C 1.174 1.151 -5.059 0.0972
H 1.661 -0.063 2.676 0.0000
H 0.454 1.799 -6.814 0.0025
H -1.375 0.500 -4.003 0.0051
C 1.518 -5.337 0.938 0.0002
N -2.621 -3.459 0.236 0.0004
C 4.099 2.844 -1.636 0.0029
N 0.234 -0.796 -1.364 0.1925
C 0.819 0.444 -3.855 0.1992
C 0.028 2.319 -0.549 0.0074
H 2.946 0.743 4.614 0.0000
H -2.867 -3.026 -2.878 0.0009
C 2.183 1.375 4.176 0.0000
H -3.070 1.378 0.406 0.0000
H 0.746 4.415 4.541 0.0000
H -2.808 1.065 2.122 0.0000
H -0.710 0.994 -5.889 0.0023
H -2.573 -1.233 5.327 0.0000
H 4.546 1.675 0.129 0.0002
C 0.470 1.711 2.489 -0.0013
C 0.234 2.972 3.036 -0.0001
H 2.874 0.054 -3.286 0.0032
C -2.538 -2.693 3.665 0.0004
C -4.254 -2.849 -1.119 0.0002
N 0.455 -3.387 0.646 0.0067
C 1.518 -0.646 -1.812 0.0813
O 2.333 1.437 -5.383 0.1130
C 1.403 2.512 -0.888 0.0012
C 3.112 3.392 -2.403 0.0013
Ge -0.565 1.116 0.897 -0.0066
N 0.122 1.560 -5.893 0.0280
H -0.343 -6.309 1.725 0.0000
B -1.843 -3.902 1.492 0.0000
H -2.516 2.689 1.463 -0.0003
C -0.754 -0.398 -2.219 0.0678
```